1.
Molecular formula: C60H46ClIN3O10P2W
Method: DFT, wB97M-V/def2-TZVPD

Values from the calculation:
Gap between HOMO and LUMO (alpha / beta) = 6.3 / 4.8 eV
Relative energy (zero: lowest compared OMol25 entry of this formula, charge and spin) = 94.6 kcal per mole
HOMO level (alpha / beta) = -10.5 / -10.6 eV
<S²> = 2.01

```
! wB97M-V def2-TZVPD RIJCOSX def2/J DEFGRID3
* xyz 1 3
W -1.193 0.244 -0.200
O -1.193 1.065 3.645
C -0.650 0.507 2.729
O -0.378 1.083 1.573
C -0.199 -0.916 2.844
C -0.059 -1.478 4.096
C 0.367 -2.782 4.189
C 0.526 -3.578 3.082
C 0.333 -3.053 1.815
C 0.054 -1.661 1.688
O -0.006 -1.046 0.493
N 0.313 -4.017 0.731
O 0.662 -5.148 0.987
O -0.095 -3.681 -0.352
N 0.644 -3.354 5.522
O 0.807 -4.553 5.593
O 0.704 -2.574 6.449
H -0.264 -0.891 4.982
H 0.774 -4.624 3.198
I -3.201 0.358 -2.226
C -0.293 2.231 -0.914
C -1.288 2.999 -1.471
C -1.147 4.341 -1.874
C 0.028 4.980 -1.681
C 1.082 4.309 -1.017
C 2.249 5.045 -0.717
C 3.271 4.510 0.008
C 3.165 3.182 0.432
C 2.061 2.425 0.111
P 2.193 0.716 0.685
C 2.454 0.739 2.469
C 2.983 -0.406 3.081
C 3.173 -0.438 4.451
C 2.818 0.661 5.224
C 2.289 1.798 4.623
C 2.094 1.837 3.252
C 3.828 0.187 0.056
C 3.926 -0.152 -1.295
C 5.144 -0.489 -1.860
C 6.288 -0.494 -1.076
C 6.210 -0.135 0.264
C 4.994 0.198 0.835
C 0.939 2.940 -0.615
H -2.279 2.604 -1.615
H -1.995 4.843 -2.322
H 0.170 6.015 -1.974
H 2.302 6.069 -1.067
H 4.147 5.091 0.261
H 3.968 2.754 1.017
H 3.240 -1.268 2.475
H 3.585 -1.324 4.920
H 2.948 0.627 6.298
H 2.020 2.656 5.225
H 1.663 2.717 2.792
H 3.040 -0.159 -1.910
H 5.194 -0.747 -2.910
H 7.239 -0.777 -1.510
H 7.108 -0.101 0.867
H 4.962 0.476 1.877
C -4.330 -2.000 3.416
C -4.054 -1.454 2.015
C -5.325 -1.381 1.176
C -2.967 -2.291 1.358
C -3.391 -3.725 1.051
O -3.036 -3.900 -0.326
C -2.545 -2.756 -0.800
N -2.490 -1.768 0.029
C -2.353 -2.859 -2.276
C -3.299 -3.669 -2.905
C -3.213 -3.972 -4.251
C -2.125 -3.530 -4.979
C -1.179 -2.723 -4.368
C -1.300 -2.332 -3.041
P -0.083 -1.128 -2.385
C 1.532 -1.929 -2.819
C 2.028 -1.822 -4.122
C 3.150 -2.542 -4.507
C 3.797 -3.374 -3.606
C 3.355 -3.434 -2.294
C 2.245 -2.701 -1.903
C -0.043 0.214 -3.657
C 0.933 1.187 -3.445
C 1.102 2.245 -4.323
C 0.263 2.362 -5.422
C -0.726 1.414 -5.632
C -0.874 0.340 -4.763
H -4.979 -1.316 3.962
H -3.406 -2.111 3.993
H -4.822 -2.976 3.371
H -3.653 -0.451 2.125
H -5.868 -2.331 1.192
H -5.103 -1.116 0.140
H -5.978 -0.611 1.576
H -2.126 -2.319 2.044
H -4.463 -3.885 1.148
H -2.867 -4.471 1.646
H -4.124 -4.060 -2.329
H -3.976 -4.583 -4.716
H -2.014 -3.790 -6.024
H -0.326 -2.393 -4.944
H 1.551 -1.170 -4.840
H 3.512 -2.458 -5.525
H 4.651 -3.961 -3.922
H 3.861 -4.062 -1.572
H 1.948 -2.718 -0.870
H 1.589 1.109 -2.587
H 1.884 2.972 -4.142
H 0.385 3.185 -6.115
H -1.395 1.506 -6.479
H -1.652 -0.384 -4.953
Cl -2.229 7.664 2.591
C -2.578 6.026 2.161
C -3.898 5.603 2.085
C -4.168 4.288 1.757
C -3.127 3.395 1.508
C -1.811 3.830 1.604
C -1.534 5.150 1.914
C -3.511 1.988 1.218
O -4.589 1.543 1.476
O -2.572 1.224 0.597
H -4.700 6.298 2.297
H -5.187 3.931 1.697
H -1.003 3.128 1.484
H -0.512 5.501 1.975
*
```

=====

2.
Molecular formula: C60H49BIrNO6PS2
Method: DFT, wB97M-V/def2-TZVPD

Values from the calculation:
Gap between HOMO and LUMO (alpha / beta) = 7.4 / 3.9 eV
Relative energy (zero: lowest compared OMol25 entry of this formula, charge and spin) = 95.1 kcal per mole
HOMO level (alpha / beta) = -12.5 / -12.5 eV
<S²> = 0.76

```
! wB97M-V def2-TZVPD RIJCOSX def2/J DEFGRID3
* xyz 2 2
Ir 0.855 0.840 0.589
N 1.359 0.612 2.532
C 2.280 -0.563 2.718
C 2.984 -0.949 1.413
O 4.065 -1.487 1.452
O 2.288 -0.698 0.341
H 1.856 1.439 2.860
H 0.525 0.542 3.116
H 1.675 -1.419 3.001
H 2.990 -0.346 3.514
C -4.815 -0.972 6.396
C -3.916 -1.412 5.278
C -2.941 -2.384 5.477
C -2.119 -2.788 4.435
C -2.288 -2.221 3.181
C -3.252 -1.244 2.954
C -4.054 -0.848 4.005
S -1.167 -2.689 1.907
O -0.834 -1.383 1.184
C -2.147 -3.671 0.792
C -3.434 -4.117 1.159
C -4.144 -4.903 0.301
C -3.618 -5.257 -0.960
C -4.363 -6.054 -1.865
C -3.849 -6.390 -3.081
C -2.565 -5.935 -3.456
C -1.819 -5.176 -2.603
C -2.320 -4.819 -1.322
C -1.559 -4.025 -0.406
C -0.131 -3.767 -0.783
C 0.833 -4.789 -0.508
C 0.536 -5.886 0.342
C 1.485 -6.828 0.613
C 2.771 -6.740 0.039
C 3.084 -5.699 -0.785
C 2.131 -4.695 -1.070
C 2.466 -3.597 -1.902
C 1.572 -2.600 -2.127
C 0.287 -2.701 -1.542
S -0.781 -1.346 -1.894
O -0.169 -0.021 -1.737
C -1.350 -1.500 -3.527
C -1.179 -0.465 -4.444
C -1.685 -0.638 -5.717
C -2.383 -1.797 -6.070
C -2.958 -1.956 -7.443
C -2.562 -2.802 -5.112
C -2.062 -2.662 -3.837
H -4.511 -1.403 7.347
H -5.844 -1.277 6.199
H -4.811 0.114 6.491
H -2.818 -2.826 6.458
H -1.375 -3.561 4.601
H -3.346 -0.787 1.977
H -4.802 -0.081 3.844
H -3.840 -3.860 2.127
H -5.122 -5.270 0.585
H -5.350 -6.389 -1.570
H -4.420 -7.004 -3.763
H -2.172 -6.194 -4.431
H -0.837 -4.839 -2.909
H -0.445 -5.973 0.791
H 1.251 -7.653 1.273
H 3.508 -7.500 0.259
H 4.071 -5.615 -1.221
H 3.457 -3.547 -2.334
H 1.833 -1.736 -2.724
H -0.657 0.439 -4.159
H -1.539 0.139 -6.456
H -2.606 -1.180 -8.119
H -4.048 -1.900 -7.400
H -2.701 -2.928 -7.863
H -3.106 -3.700 -5.376
H -2.209 -3.436 -3.094
C 3.898 2.581 -3.851
C 2.713 1.920 -3.570
C 2.198 1.935 -2.281
C 2.864 2.615 -1.270
C 4.048 3.295 -1.561
C 4.562 3.272 -2.845
P 2.165 2.662 0.397
C 1.661 4.382 0.671
C 2.678 5.314 0.913
C 2.375 6.655 1.070
C 1.056 7.085 0.998
C 0.044 6.171 0.757
C 0.346 4.826 0.592
C 3.538 2.428 1.555
C 3.441 2.958 2.849
C 4.425 2.686 3.785
C 5.515 1.894 3.435
C 5.616 1.372 2.155
C 4.628 1.633 1.214
H 4.303 2.567 -4.854
H 2.182 1.399 -4.356
H 1.259 1.430 -2.097
H 4.579 3.834 -0.787
H 5.483 3.796 -3.064
H 3.710 4.999 0.997
H 3.170 7.364 1.257
H 0.822 8.133 1.129
H -0.985 6.496 0.689
H -0.456 4.144 0.367
H 2.614 3.611 3.111
H 4.355 3.106 4.779
H 6.287 1.688 4.164
H 6.456 0.749 1.885
H 4.702 1.201 0.224
O -1.663 2.342 -0.190
B -0.855 1.924 0.872
O -1.468 2.207 2.093
C -2.658 2.835 1.775
C -3.613 3.343 2.625
C -4.715 3.948 2.025
C -4.835 4.030 0.641
C -3.859 3.511 -0.207
C -2.776 2.914 0.398
H -3.505 3.280 3.699
H -5.492 4.369 2.649
H -5.704 4.510 0.213
H -3.942 3.575 -1.283
*
```

=====

> Which of these has the lowest <S²>?

C60H49BIrNO6PS2

=====

> What is the <S²> in the second record?

0.76